Here is a molecular structure, C4H16N8 at a distorted geometry from the OMol25 dataset. Energies are from ωB97M-V/def2-TZVPD.

Each line ends with the Mulliken charge.
Cartesian coordinates (Å):
C1 -5.036 -0.163 0.492  -0.8664
C2 -4.575 -1.388 0.071  -0.0116
C3 -4.089 0.963 0.460  1.1134
C4 -2.250 -0.936 -0.643  0.6993
N1 -3.390 -1.775 -0.433  0.3092
N2 -2.888 0.746 0.007  0.1904
N3 -4.569 2.095 0.895  -0.3955
N4 7.547 0.504 -1.250  -0.7615
N5 -1.098 -0.891 -1.105  -0.5555
N6 -1.942 1.760 -0.045  -1.1493
N7 6.590 0.321 1.322  -0.8267
N8 -3.125 -3.155 -0.543  -0.8649
H1 -5.993 -0.032 0.827  0.4033
H2 -5.422 -2.164 0.136  0.3177
H3 -4.018 2.897 0.613  0.2693
H4 -5.527 2.279 1.035  0.2483
H5 6.649 0.231 -1.671  0.3597
H6 7.796 1.367 -1.820  0.3436
H7 5.758 -0.129 1.518  0.2777
H8 -0.624 0.015 -1.300  0.3050
H9 -1.666 2.165 0.910  0.2964
H10 -0.958 1.249 -0.174  0.1835
H11 7.180 0.346 0.012  0.5473
H12 7.346 -0.109 1.956  0.3620
H13 6.675 1.283 1.650  0.3366
H14 -3.120 -3.429 -1.471  0.2342
H15 -3.564 -3.867 -0.003  0.2732
H16 8.312 -0.181 -1.448  0.3615

Force components x, y, z for each atom (eV/Å):
4.93 -1.43 -1.76
-4.43 1.05 1.28
-1.91 -2.73 -0.36
-1.01 2.26 1.02
2.94 -0.44 -0.22
0.98 -2.16 -0.32
2.14 2.54 -0.20
0.13 0.07 -0.40
-2.37 -0.22 0.52
3.82 -0.25 0.93
5.50 0.46 0.11
1.56 0.91 0.10
-2.17 0.20 0.75
2.02 0.70 -0.39
-0.23 0.29 0.36
-1.07 -0.23 0.19
0.66 -0.51 -0.20
-0.19 -0.92 1.64
-2.24 -0.74 0.49
-0.53 -1.15 0.24
-1.33 -0.75 -1.06
-2.70 1.30 -0.14
-0.21 0.94 -0.18
-1.48 0.24 -1.25
-0.96 0.03 -0.16
-0.02 -0.42 -2.18
-0.74 0.54 1.24
-1.09 0.43 -0.04

As for the molecular weight: 176.23 u. The charge is +2. The frontier orbital gap is 9.2 eV. The value obtained for the energy is -599.3773 Ha. The energy relative to the best compared isomer or geometry (same formula, charge and spin) comes out at 0.5508 eV. For the max |F|, the calculation gives 5.5 eV Å⁻¹.